ORCA calculation (the ωB97M-V functional and the def2-TZVPD basis) on a cluster of 2 separate species, C2H10N2O2 in total.

Calculated values
- SMILES string = NCO.NCO
- LUMO level (eV) = 0.47
- energy (Ha) = -342.16027

Positions of all 16 atoms, in Å:
N 3.04 -0.45 0.39
C 2.68 0.87 0.79
O 3.46 1.35 1.86
H 2.30 -1.14 0.46
H 3.57 -0.54 -0.46
H 2.77 1.60 -0.01
H 1.61 0.87 1.05
H 3.35 0.77 2.61
N -2.89 -0.79 -1.94
C -2.70 -0.01 -0.78
O -3.42 -0.56 0.34
H -2.28 -1.60 -1.92
H -3.82 -1.16 -2.06
H -1.63 -0.01 -0.55
H -2.99 1.03 -0.92
H -3.03 -0.23 1.16